Record 1
10
Properties=species:S:1:pos:R:3 method="wB97M-V/def2-TZVPD" smiles="O=S(=O)(O)O/N=N/O" e_tot_ha=-884.94477 orbital_gap_ev=11.377
N -0.404 -0.465 0.318
N -0.694 0.500 1.074
O -1.194 -1.525 0.613
O 0.566 -2.263 -0.883
O -1.804 -2.164 -1.695
O -1.223 -3.897 -0.082
O 0.022 1.634 0.873
S -0.990 -2.620 -0.580
H 1.089 -3.008 -0.603
H -0.108 2.200 1.642

---

Record 2
14
Properties=species:S:1:pos:R:3 method="wB97M-V/def2-TZVPD" e_tot_ha=-2806.70668 orbital_gap_ev=8.782
C 2.737 -2.384 -0.370
C 1.755 -1.903 0.136
C 0.548 -1.312 0.458
C 0.227 0.107 0.246
C -1.568 1.639 -0.623
C -1.156 0.823 0.592
Br 1.565 1.347 -0.244
H 3.686 -3.033 -0.472
H -0.198 -2.091 0.765
H -0.669 2.054 -0.960
H -1.825 0.896 -1.372
H -2.406 2.370 -0.428
H -1.821 -0.001 0.784
H -0.874 1.488 1.488

---

Record 3
88
Properties=species:S:1:pos:R:3 method="wB97M-V/def2-TZVPD" smiles="CCOC(=O)CCCOC(=O)N[PH2]=O.COC(=O)OC.COC(=O)OC.COC(=O)OC.COC(=O)OC.COC(=O)OC" e_tot_ha=-2765.64522 orbital_gap_ev=10.891
C 2.288 -0.852 3.965
C 2.057 -0.208 2.600
O 2.705 1.092 2.552
C 1.897 2.094 2.107
O 1.890 2.445 0.954
C 1.030 2.771 3.146
C -0.403 3.001 2.637
C -1.047 1.719 2.149
O -2.409 1.922 1.717
C -3.336 1.586 2.642
O -3.228 1.760 3.818
N -4.480 1.024 2.010
P -4.603 -0.665 2.173
O -3.992 -1.195 3.406
H 3.098 -1.577 3.908
H 2.580 -0.089 4.687
H 1.380 -1.335 4.327
H 2.487 -0.826 1.811
H 0.999 -0.083 2.371
H 1.479 3.757 3.308
H 1.059 2.244 4.101
H -0.350 3.702 1.801
H -0.991 3.426 3.451
H -0.523 1.352 1.263
H -1.017 0.937 2.913
H -4.435 1.274 1.023
H -5.967 -0.970 2.080
H -3.993 -1.194 1.020
C 4.738 2.477 0.243
O 6.124 2.686 -0.082
C 6.447 3.951 -0.321
O 5.702 4.895 -0.285
O 7.751 4.003 -0.610
C 8.238 5.318 -0.890
H 4.633 1.412 0.415
H 4.477 3.024 1.143
H 4.100 2.786 -0.580
H 8.104 5.970 -0.029
H 7.733 5.740 -1.757
H 9.299 5.214 -1.101
C 11.869 2.511 -0.681
O 13.246 2.716 -1.006
C 13.561 3.986 -1.247
O 12.803 4.921 -1.214
O 14.861 4.048 -1.533
C 15.338 5.365 -1.817
H 11.743 1.446 -0.510
H 11.602 3.054 0.224
H 11.229 2.821 -1.504
H 15.197 6.017 -0.957
H 14.829 5.780 -2.684
H 16.398 5.261 -2.028
C -1.422 -3.737 -0.722
O -1.341 -2.870 -1.856
C -0.454 -1.882 -1.729
O 0.245 -1.682 -0.770
O -0.479 -1.151 -2.839
C 0.432 -0.044 -2.834
H -2.174 -4.482 -0.967
H -0.466 -4.225 -0.542
H -1.728 -3.184 0.165
H 1.458 -0.393 -2.736
H 0.197 0.644 -2.024
H 0.302 0.454 -3.789
C -6.556 -4.522 1.587
O -6.153 -3.671 0.505
C -6.484 -4.115 -0.705
O -7.073 -5.136 -0.947
O -6.049 -3.234 -1.604
C -6.345 -3.582 -2.962
H -6.218 -4.032 2.496
H -7.639 -4.628 1.606
H -6.085 -5.499 1.500
H -7.421 -3.649 -3.115
H -5.874 -4.527 -3.226
H -5.936 -2.783 -3.573
C -13.339 -2.705 -2.921
O -12.367 -3.704 -3.238
C -11.743 -4.216 -2.176
O -11.936 -3.903 -1.030
O -10.873 -5.127 -2.603
C -10.127 -5.764 -1.558
H -13.760 -2.384 -3.870
H -14.124 -3.119 -2.292
H -12.872 -1.859 -2.421
H -10.794 -6.297 -0.883
H -9.539 -5.037 -1.008
H -9.459 -6.467 -2.045

---

Record 4
69
Properties=species:S:1:pos:R:3 method="wB97M-V/def2-TZVPD" total_charge=+1 e_tot_ha=-2992.88333 orbital_gap_ev=7.253
C -0.250 4.809 -1.820
C -0.898 3.684 -2.168
C -0.525 2.305 -1.642
C -1.698 1.640 -0.915
C -2.536 0.976 -2.044
C -1.972 -0.304 -2.616
C -1.331 -0.409 -3.795
N -2.529 2.666 -0.224
F -3.414 3.503 -0.801
C -2.424 2.767 1.041
F -3.064 3.624 1.753
C -1.460 1.727 1.597
I -2.353 0.840 3.363
C -0.210 2.601 1.935
O 0.158 3.394 1.098
C 0.553 2.614 3.306
F -0.292 3.051 4.257
F 1.508 3.541 3.227
C 1.207 1.268 3.777
F 0.768 1.034 5.020
F 0.830 0.215 3.033
C 2.765 1.254 3.883
F 3.190 2.071 4.849
F 3.063 0.008 4.290
C 3.534 1.454 2.547
O 3.782 0.487 1.879
O 3.899 2.708 2.190
C -1.400 0.773 0.338
C -0.269 -0.260 0.271
C 1.156 0.266 0.066
B -2.729 -0.176 0.560
O -2.633 -1.529 0.809
O -3.979 0.364 0.405
C -5.071 -0.364 0.979
H 0.835 4.823 -1.886
H -0.760 5.688 -1.450
H -1.757 3.733 -2.835
H 0.359 2.455 -1.034
H -0.196 1.719 -2.499
H -3.582 0.855 -1.783
H -2.539 1.689 -2.865
H -2.069 -1.202 -2.005
H -0.475 0.221 -4.028
H -1.586 -1.135 -4.557
H 3.457 2.911 1.357
H -0.241 -0.859 1.175
H -0.481 -0.967 -0.524
H 1.822 -0.577 0.221
H 1.341 0.582 -0.955
H 1.459 1.052 0.751
H -2.679 -1.740 1.746
H -5.279 -1.283 0.444
H -4.951 -0.528 2.046
H -5.953 0.261 0.861
O 1.171 -3.406 -0.518
S 2.392 -3.564 -1.257
O 2.461 -3.216 -2.642
O 2.944 -5.035 -1.053
C 2.083 -6.145 -1.396
C 1.939 -6.333 -2.893
C 3.697 -2.732 -0.411
H 1.111 -6.021 -0.915
H 2.549 -7.025 -0.959
H 1.424 -5.490 -3.353
H 1.366 -7.235 -3.107
H 2.918 -6.412 -3.366
H 3.674 -3.010 0.639
H 3.531 -1.664 -0.525
H 4.641 -3.012 -0.870

---

Record 5
109
Properties=species:S:1:pos:R:3 method="wB97M-V/def2-TZVPD" total_charge=-1 e_tot_ha=-2097.61352 orbital_gap_ev=5.934
C -4.622 1.376 5.636
C -4.400 1.451 4.005
O -4.836 2.528 3.339
O -3.751 0.267 3.354
C -2.827 0.798 2.341
In -0.924 -0.487 2.095
C -1.298 -2.133 0.517
N -1.348 -3.524 1.156
C -0.318 -1.563 3.991
C -0.933 -0.940 5.378
N -1.266 -1.853 6.383
C 0.643 0.890 1.221
C 1.728 1.492 2.290
N 1.791 3.020 2.101
N 3.105 0.985 1.838
N 1.473 1.138 3.738
H -4.569 0.227 5.924
H -3.772 2.017 6.171
H -5.645 1.853 5.989
H -3.292 0.902 1.265
H -2.407 1.878 2.624
H -2.282 -1.892 -0.107
H -0.415 -2.104 -0.282
H -1.272 -4.178 0.333
H -0.432 -3.615 1.680
H -0.635 -2.713 3.975
H 0.867 -1.524 4.096
H -1.091 0.191 5.630
H -1.647 -1.358 7.219
H 0.093 1.832 0.735
H 1.180 0.351 0.310
H 0.879 3.465 2.355
H 2.572 3.367 2.708
H 3.282 1.370 0.871
H 3.145 -0.060 1.851
H 2.379 0.749 4.108
H 1.325 2.067 4.230
C 6.594 -1.186 -0.402
C 5.463 -2.054 0.128
C 4.901 -2.955 -0.959
O 4.424 -1.219 0.634
H 6.241 -0.531 -1.207
H 6.980 -0.533 0.388
H 7.416 -1.798 -0.784
H 5.828 -2.664 0.961
H 4.488 -2.364 -1.784
H 4.080 -3.565 -0.566
H 5.673 -3.621 -1.358
H 4.095 -0.673 -0.099
C -7.758 3.953 9.576
C -6.417 3.357 9.182
C -5.262 4.147 9.777
O -6.302 3.350 7.762
H -7.853 4.981 9.208
H -8.580 3.382 9.131
H -7.884 3.958 10.664
H -6.363 2.316 9.520
H -5.269 5.182 9.416
H -4.303 3.713 9.475
H -5.313 4.158 10.870
H -6.349 4.270 7.452
C -0.783 4.864 -1.956
C 0.308 3.855 -1.634
C 1.619 4.222 -2.310
O -0.102 2.561 -2.069
H -0.979 4.898 -3.034
H -1.724 4.580 -1.473
H -0.505 5.867 -1.620
H 0.454 3.806 -0.549
H 1.508 4.234 -3.400
H 2.392 3.481 -2.079
H 1.970 5.207 -1.984
H -0.234 2.596 -3.030
C -3.060 -1.680 -4.160
C -3.390 -0.955 -2.865
C -4.228 0.287 -3.123
O -2.179 -0.581 -2.212
H -2.479 -1.038 -4.831
H -2.446 -2.565 -3.960
H -3.970 -1.996 -4.679
H -3.930 -1.631 -2.192
H -3.688 0.998 -3.758
H -4.447 0.805 -2.183
H -5.173 0.030 -3.611
H -1.693 0.019 -2.802
C 1.516 -2.733 -5.568
C 0.115 -3.306 -5.713
C 0.154 -4.761 -6.153
O -0.610 -2.542 -6.673
H 2.053 -2.763 -6.523
H 1.473 -1.682 -5.263
H 2.095 -3.290 -4.825
H -0.417 -3.224 -4.759
H 0.642 -4.862 -7.129
H -0.861 -5.156 -6.265
H 0.692 -5.378 -5.427
H -0.145 -2.609 -7.523
C 6.999 -1.708 -6.708
C 5.868 -2.576 -6.178
C 5.306 -3.477 -7.265
O 4.829 -1.741 -5.673
H 6.646 -1.053 -7.514
H 7.385 -1.055 -5.918
H 7.821 -2.320 -7.090
H 6.233 -3.186 -5.345
H 4.893 -2.886 -8.091
H 4.485 -4.087 -6.873
H 6.077 -4.143 -7.664
H 4.500 -1.195 -6.405

---

Record 6
45
Properties=species:S:1:pos:R:3 method="wB97M-V/def2-TZVPD" total_charge=+1 smiles=COc1ccc(OCCC[NH+]2CCCCCC2)cc1 e_tot_ha=-830.26663 orbital_gap_ev=8.853
C 6.091 -1.118 -1.198
H 6.066 -2.065 -0.651
O 5.143 -0.204 -0.690
C 3.834 -0.521 -0.738
C 2.954 0.442 -0.232
C 1.597 0.216 -0.222
C 1.085 -0.974 -0.725
C 1.944 -1.927 -1.244
C 3.311 -1.708 -1.246
H 3.955 -2.467 -1.657
H 1.557 -2.843 -1.664
O -0.304 -1.133 -0.741
C -0.848 -2.365 -0.275
C -1.610 -2.150 1.038
C -2.771 -1.175 0.859
H -3.361 -1.090 1.773
N -2.273 0.174 0.470
C -3.225 0.847 -0.452
C -2.935 2.325 -0.701
C -3.650 3.243 0.290
C -3.084 3.203 1.706
H -2.095 3.666 1.719
H -3.727 3.804 2.349
C -2.977 1.797 2.296
C -1.860 0.979 1.652
H -1.064 1.659 1.346
H -1.435 0.284 2.378
H -3.934 1.280 2.225
H -2.745 1.893 3.358
H -3.585 4.268 -0.075
H -4.709 2.977 0.313
H -3.300 2.564 -1.701
H -1.861 2.515 -0.703
H -3.179 0.298 -1.395
H -4.235 0.745 -0.048
H -1.401 -0.039 -0.078
H -3.420 -1.546 0.063
H -2.005 -3.110 1.372
H -0.916 -1.793 1.801
H -0.057 -3.102 -0.122
H -1.526 -2.737 -1.051
H 0.929 0.972 0.165
H 3.367 1.361 0.151
H 7.060 -0.645 -1.052
H 5.936 -1.304 -2.264

---

Record 7
22
Properties=species:S:1:pos:R:3 method="wB97M-V/def2-TZVPD" multiplicity=3 e_tot_ha=-973.59562 orbital_gap_ev="6.511 / 3.756"
C -1.805 1.057 -0.674
C 1.087 2.450 0.303
C 2.428 0.240 1.154
C -1.109 -1.662 1.223
C -1.538 -1.827 -1.783
C 0.161 0.061 -0.553
N -2.736 1.630 -0.875
P 0.687 0.855 1.016
P -0.256 -1.701 -0.458
H 0.069 2.855 0.039
H 1.777 2.266 -0.457
H 1.591 3.205 0.923
H 3.018 0.918 1.632
H 2.918 0.304 0.206
H 2.363 -0.780 1.330
H -1.800 -2.395 1.263
H -1.616 -0.726 1.398
H -0.396 -1.726 1.933
H -1.164 -1.427 -2.683
H -2.420 -1.204 -1.452
H -1.991 -2.785 -1.999
H 0.732 0.393 -1.487

---

Record 8
18
Properties=species:S:1:pos:R:3 method="wB97M-V/def2-TZVPD" smiles="[H]/N=C/NCCCN" e_tot_ha=-323.19445 orbital_gap_ev=9.709
C -1.205 1.221 0.992
C 0.304 1.043 1.243
C 1.031 0.496 -0.039
N -0.050 -1.424 -2.297
C 0.953 -1.589 -1.472
N 0.907 -0.971 -0.240
N -1.795 -0.054 0.777
H -1.282 1.640 -0.010
H -1.553 1.918 1.745
H 0.852 1.925 1.403
H 0.471 0.399 2.119
H 2.129 0.665 -0.031
H 0.398 1.058 -0.730
H 0.095 -2.255 -2.871
H 1.725 -2.325 -1.690
H 1.208 -1.372 0.593
H -1.410 -0.474 -0.178
H -2.779 0.100 0.687

---

Record 9
14
Properties=species:S:1:pos:R:3 method="wB97M-V/def2-TZVPD" e_tot_ha=-361.83900 orbital_gap_ev=9.486
C -0.829 0.936 0.624
C 0.311 0.131 0.040
C 1.468 0.712 -0.326
O 1.521 1.979 -0.790
C 0.278 -1.343 -0.085
O 1.256 -2.004 -0.406
N -0.952 -1.928 0.104
H -0.957 0.592 1.659
H -0.566 1.998 0.690
H -1.806 0.864 0.131
H 0.651 2.101 -1.196
H 2.435 0.223 -0.269
H -1.795 -1.378 0.040
H -1.014 -2.883 -0.216

---

Copy entry 4 word for word.
69
Properties=species:S:1:pos:R:3 method="wB97M-V/def2-TZVPD" total_charge=+1 e_tot_ha=-2992.88333 orbital_gap_ev=7.253
C -0.250 4.809 -1.820
C -0.898 3.684 -2.168
C -0.525 2.305 -1.642
C -1.698 1.640 -0.915
C -2.536 0.976 -2.044
C -1.972 -0.304 -2.616
C -1.331 -0.409 -3.795
N -2.529 2.666 -0.224
F -3.414 3.503 -0.801
C -2.424 2.767 1.041
F -3.064 3.624 1.753
C -1.460 1.727 1.597
I -2.353 0.840 3.363
C -0.210 2.601 1.935
O 0.158 3.394 1.098
C 0.553 2.614 3.306
F -0.292 3.051 4.257
F 1.508 3.541 3.227
C 1.207 1.268 3.777
F 0.768 1.034 5.020
F 0.830 0.215 3.033
C 2.765 1.254 3.883
F 3.190 2.071 4.849
F 3.063 0.008 4.290
C 3.534 1.454 2.547
O 3.782 0.487 1.879
O 3.899 2.708 2.190
C -1.400 0.773 0.338
C -0.269 -0.260 0.271
C 1.156 0.266 0.066
B -2.729 -0.176 0.560
O -2.633 -1.529 0.809
O -3.979 0.364 0.405
C -5.071 -0.364 0.979
H 0.835 4.823 -1.886
H -0.760 5.688 -1.450
H -1.757 3.733 -2.835
H 0.359 2.455 -1.034
H -0.196 1.719 -2.499
H -3.582 0.855 -1.783
H -2.539 1.689 -2.865
H -2.069 -1.202 -2.005
H -0.475 0.221 -4.028
H -1.586 -1.135 -4.557
H 3.457 2.911 1.357
H -0.241 -0.859 1.175
H -0.481 -0.967 -0.524
H 1.822 -0.577 0.221
H 1.341 0.582 -0.955
H 1.459 1.052 0.751
H -2.679 -1.740 1.746
H -5.279 -1.283 0.444
H -4.951 -0.528 2.046
H -5.953 0.261 0.861
O 1.171 -3.406 -0.518
S 2.392 -3.564 -1.257
O 2.461 -3.216 -2.642
O 2.944 -5.035 -1.053
C 2.083 -6.145 -1.396
C 1.939 -6.333 -2.893
C 3.697 -2.732 -0.411
H 1.111 -6.021 -0.915
H 2.549 -7.025 -0.959
H 1.424 -5.490 -3.353
H 1.366 -7.235 -3.107
H 2.918 -6.412 -3.366
H 3.674 -3.010 0.639
H 3.531 -1.664 -0.525
H 4.641 -3.012 -0.870

---

Copy entry 2 word for word.
14
Properties=species:S:1:pos:R:3 method="wB97M-V/def2-TZVPD" e_tot_ha=-2806.70668 orbital_gap_ev=8.782
C 2.737 -2.384 -0.370
C 1.755 -1.903 0.136
C 0.548 -1.312 0.458
C 0.227 0.107 0.246
C -1.568 1.639 -0.623
C -1.156 0.823 0.592
Br 1.565 1.347 -0.244
H 3.686 -3.033 -0.472
H -0.198 -2.091 0.765
H -0.669 2.054 -0.960
H -1.825 0.896 -1.372
H -2.406 2.370 -0.428
H -1.821 -0.001 0.784
H -0.874 1.488 1.488